(1)
Below is the ion C4H9N2 with charge +1 at a distorted geometry, with properties calculated with the ωB97M-V functional and the def2-TZVPD basis.

XYZ file:
```
15
C4H9N2 | the Open Molecules 2025 dataset | the ωB97M-V functional and the def2-TZVPD basis
C -0.99 -0.49 1.35
C -0.13 -0.23 0.33
C 0.46 -0.83 -0.83
C 1.03 2.04 -0.48
N 0.17 1.53 0.53
N -1.70 -1.51 1.67
H -1.13 0.35 2.10
H 1.09 -0.06 -1.17
H -0.30 -0.91 -1.62
H 0.84 -1.81 -0.52
H 1.48 2.93 0.05
H 1.79 1.35 -0.85
H 0.38 2.37 -1.30
H -1.43 -2.43 1.26
H -2.25 -1.73 2.51
```

Computed properties:
HOMO-LUMO gap (spin up / spin down) in eV: 10.191 / 6.969
E_tot in Eh: -266.8755
Expectation value of S²: 2.011
Max |F| in eV/A: 5.18
Charge: +1
Multiplicity: 3

***

(2)
Below is the ion C4H9N2 with charge +1 at a distorted geometry, with properties calculated with the ωB97M-V functional and the def2-TZVPD basis.

XYZ file:
```
15
C4H9N2 | the Open Molecules 2025 dataset | the ωB97M-V functional and the def2-TZVPD basis
C -2.54 -0.53 0.18
C -0.33 1.62 -0.27
C 1.82 -0.65 0.57
C 0.83 -0.35 -0.66
N -1.37 -0.29 0.48
N -0.34 0.33 -0.18
H -3.06 -1.03 0.96
H -2.88 -0.46 -0.90
H -1.04 2.30 0.03
H 0.41 2.25 -0.63
H 2.12 0.19 1.14
H 1.32 -1.24 1.38
H 2.80 -0.97 0.30
H 0.72 -1.36 -1.06
H 1.52 0.19 -1.35
```

Computed properties:
HOMO-LUMO gap (spin up / spin down) in eV: 6.950 / 8.039
E_tot in Eh: -266.8109
Expectation value of S²: 2.009
Max |F| in eV/A: 8.03
Charge: +1
Multiplicity: 3

***

(3)
Below is a cluster of 2 separate species, C4H9N2 in total at a distorted geometry, with properties calculated with the ωB97M-V functional and the def2-TZVPD basis.

XYZ file:
```
15
C4H9N2 | the Open Molecules 2025 dataset | the ωB97M-V functional and the def2-TZVPD basis
C -0.22 1.01 -0.12
C -3.69 -0.43 0.09
C 2.61 -0.32 -0.56
C 1.89 0.42 0.53
N -2.61 0.18 -0.10
N 0.42 0.14 0.41
H -4.73 -0.12 -0.25
H -3.71 -1.46 0.52
H 2.53 -1.27 -0.15
H 2.19 -0.24 -1.49
H 3.58 0.12 -0.63
H 2.26 0.27 1.56
H 1.91 1.47 0.58
H -2.49 1.01 -0.66
H 0.04 -0.77 0.25
```

Computed properties:
HOMO-LUMO gap (spin up / spin down) in eV: 8.392 / 6.073
E_tot in Eh: -266.7755
Expectation value of S²: 2.020
Max |F| in eV/A: 4.79
Charge: +1
Multiplicity: 3

***

(4)
Below is a cluster of 2 separate species, C4H9N2O in total at a distorted geometry, with properties calculated with the ωB97M-V functional and the def2-TZVPD basis.

XYZ file:
```
16
C4H9N2O | the Open Molecules 2025 dataset | the ωB97M-V functional and the def2-TZVPD basis
C 1.45 -0.36 0.97
C -0.91 0.03 1.17
C -2.33 0.18 1.16
C 1.00 -0.56 -1.86
N 0.20 -0.33 1.32
N 0.09 1.28 -0.86
O 1.19 0.58 -0.87
H 1.73 -1.43 0.61
H 2.22 0.14 1.42
H -2.69 0.59 2.12
H -2.72 -0.79 1.07
H -2.63 0.90 0.48
H 1.06 -1.58 -1.42
H 1.89 -0.44 -2.62
H 0.13 -0.35 -2.34
H 0.33 2.14 -0.34
```

Computed properties:
HOMO-LUMO gap (spin up / spin down) in eV: 8.775 / 8.407
E_tot in Eh: -342.0731
Max |F| in eV/A: 5.41
Charge: +1

***

(5)
Below is a cluster of 2 separate species, C4H9N2O in total at a distorted geometry, with properties calculated with the ωB97M-V functional and the def2-TZVPD basis.

XYZ file:
```
16
C4H9N2O | the Open Molecules 2025 dataset | the ωB97M-V functional and the def2-TZVPD basis
C 0.52 -2.45 -2.97
C -0.82 1.03 1.19
C 0.25 0.43 0.67
C -0.96 2.46 1.57
N 1.09 -1.67 -2.23
N 0.39 -0.99 0.33
O -0.18 -3.36 -3.22
H -1.59 0.48 1.66
H 1.01 0.98 0.01
H -1.83 2.89 1.00
H -0.07 3.04 1.38
H -1.06 2.55 2.61
H 1.92 -1.15 -2.61
H -0.25 -1.57 0.89
H 1.28 -1.53 0.54
H 0.30 -1.13 -0.82
```

Computed properties:
HOMO-LUMO gap in eV: 10.643
E_tot in Eh: -342.2622
Max |F| in eV/A: 5.45
Charge: +1

***

(6)
Below is the ion C4H9N2O with charge +1 at a distorted geometry, with properties calculated with the ωB97M-V functional and the def2-TZVPD basis.

XYZ file:
```
16
C4H9N2O | the Open Molecules 2025 dataset | the ωB97M-V functional and the def2-TZVPD basis
C 2.34 0.73 -0.76
C 1.50 1.68 -0.49
O 0.19 1.49 -0.16
C -0.34 0.31 -0.43
N 0.07 -0.85 0.49
C -1.31 -0.44 0.65
N -2.24 -1.41 0.27
H 3.42 0.85 -0.96
H 2.01 -0.28 -0.95
H 1.81 2.74 -0.28
H -0.23 -0.25 -1.48
H 0.79 -0.58 1.17
H 0.13 -1.72 -0.06
H -1.39 0.10 1.68
H -2.45 -1.71 -0.62
H -3.12 -1.25 0.67
```

Computed properties:
HOMO-LUMO gap in eV: 10.838
E_tot in Eh: -342.2004
Max |F| in eV/A: 3.91
Charge: +1

***

(7)
Below is a structure of composition C4H9N2O at a distorted geometry, with properties calculated with the ωB97M-V functional and the def2-TZVPD basis.

XYZ file:
```
16
C4H9N2O | the Open Molecules 2025 dataset | the ωB97M-V functional and the def2-TZVPD basis
C -0.92 1.64 1.13
C 1.21 -2.32 -0.16
C 0.93 -1.61 -1.50
C 0.95 -0.87 -0.26
N -1.18 2.97 1.15
N -1.03 0.86 0.09
O -0.74 -0.43 0.18
H -0.20 1.12 1.84
H 0.43 -3.06 0.03
H 2.16 -2.74 0.15
H 1.71 -1.66 -2.19
H -0.06 -1.82 -2.11
H 1.31 -0.02 0.20
H -1.26 3.69 1.87
H -1.72 3.22 0.28
H -1.59 1.03 -0.72
```

Computed properties:
HOMO-LUMO gap in eV: 10.234
E_tot in Eh: -342.1469
Max |F| in eV/A: 3.97
Charge: +1

***

(8)
Below is the ion C4H9N2O with charge +1 at a distorted geometry, with properties calculated with the ωB97M-V functional and the def2-TZVPD basis.

XYZ file:
```
16
C4H9N2O | the Open Molecules 2025 dataset | the ωB97M-V functional and the def2-TZVPD basis
C 0.69 -0.99 2.25
C -0.09 -0.59 1.11
C 0.17 -1.13 -0.08
N -0.64 -0.70 -1.16
C -0.83 0.47 -1.75
N -0.50 1.68 -1.30
O 0.64 2.00 -0.55
H 1.38 -1.66 1.85
H 0.22 -1.39 3.12
H 1.29 -0.21 2.55
H -0.97 0.04 1.13
H 0.87 -1.87 -0.25
H -0.64 -1.50 -1.82
H -1.60 0.53 -2.58
H -0.78 2.39 -1.96
H 0.78 2.94 -0.55
```

Computed properties:
HOMO-LUMO gap in eV: 9.314
E_tot in Eh: -342.2013
Max |F| in eV/A: 3.32
Charge: +1